{"formula": "C18H25As2Cl2N3O3RuS2", "method": "ωB97M-V/def2-TZVPD", "elements": ["Ru", "Cl", "C", "C", "C", "C", "C", "Cl", "C", "S", "H", "H", "H", "C", "As", "C", "C", "C", "C", "C", "C", "C", "As", "C", "C", "H", "H", "H", "H", "H", "H", "H", "H", "H", "H", "H", "H", "H", "H", "H", "H", "C", "N", "C", "N", "S", "H", "H", "H", "H", "H", "H", "O", "N", "O", "O"], "coordinates": [[0.8082, 0.6313, 0.5231], [2.8096, -0.6379, 0.9608], [2.5340, -1.3058, 2.5766], [3.5776, -1.9712, 3.1780], [3.3717, -2.4690, 4.4578], [2.1536, -2.2923, 5.0926], [1.1233, -1.6214, 4.4521], [-0.3769, -1.4187, 5.2728], [1.2888, -1.1086, 3.1594], [-0.0580, -0.3049, 2.3521], [4.5270, -2.0880, 2.6749], [4.1721, -2.9896, 4.9645], [1.9925, -2.6689, 6.0927], [-0.0078, 3.1923, 3.0402], [-0.4104, 2.6499, 1.2325], [0.0511, 4.2268, 0.2195], [-2.3340, 2.4721, 1.2110], [-3.0552, 2.7675, 2.3653], [-4.4395, 2.6865, 2.3461], [-5.0974, 2.3182, 1.1810], [-4.3712, 2.0117, 0.0396], [-2.9823, 2.0728, 0.0447], [-1.8798, 1.5545, -1.4687], [-2.4158, 2.8939, -2.7793], [-2.8475, 0.0096, -2.1460], [-0.3068, 2.4208, 3.7454], [-0.5225, 4.1280, 3.2534], [1.0671, 3.3508, 3.1180], [-0.6775, 4.9995, 0.4605], [0.0374, 4.0107, -0.8461], [1.0480, 4.5556, 0.5085], [-2.5612, 3.0646, 3.2795], [-5.0016, 2.9120, 3.2421], [-6.1774, 2.2607, 1.1639], [-4.8993, 1.7170, -0.8589], [-3.4794, 2.8054, -2.9961], [-1.8457, 2.7391, -3.6941], [-2.2105, 3.8927, -2.3987], [-3.8891, 0.2539, -2.3468], [-2.7902, -0.8055, -1.4278], [-2.3723, -0.3011, -3.0759], [3.1296, -6.0641, -4.3020], [2.9178, -5.0651, -3.2565], [2.7897, -3.7788, -3.4833], [2.8452, -3.2694, -4.6998], [2.5369, -2.6961, -2.1229], [3.1542, -7.0454, -3.8409], [4.0807, -5.8907, -4.8076], [2.3092, -6.0299, -5.0202], [2.8371, -5.3627, -2.2952], [3.0072, -3.8348, -5.5208], [2.7341, -2.2739, -4.8219], [1.1103, 0.0533, -3.2336], [1.0294, 0.1682, -2.0499], [0.3906, -0.6555, -1.3085], [1.5751, 1.1298, -1.4073]], "s_squared": 6.03, "homo_lumo_gap_ev": [7.75, 4.62], "total_energy_ha": -7373.37864, "multiplicity": 5, "fmax_ev_per_a": 0.74, "lumo_energy_ha": [-0.2076, -0.3334], "charge": 2, "e_above_lowest_ev": 1.0856}

***

{"formula": "C18H25AsF3NO3PdS2Si", "method": "ωB97M-V/def2-TZVPD", "elements": ["Pd", "C", "Si", "C", "C", "C", "C", "C", "C", "N", "C", "S", "H", "H", "H", "H", "H", "H", "H", "H", "H", "H", "H", "H", "C", "As", "C", "C", "C", "C", "C", "C", "C", "C", "H", "H", "H", "H", "H", "H", "H", "H", "H", "H", "H", "H", "H", "F", "C", "F", "F", "S", "O", "O", "O"], "coordinates": [[0.3939, -0.1882, -0.0221], [-6.2330, 0.3197, 1.9792], [-4.8003, -0.8556, 2.2546], [-3.9552, -0.4078, 3.8540], [-5.4405, -2.6150, 2.3636], [-3.7331, -0.7779, 0.6878], [-4.4171, -0.9564, -0.5099], [-3.7754, -0.9221, -1.7437], [-2.4167, -0.7019, -1.7474], [-1.7248, -0.5411, -0.6195], [-2.3411, -0.5750, 0.5861], [-1.2568, -0.3667, 1.9306], [-6.9251, 0.2781, 2.8235], [-6.7990, 0.0838, 1.0761], [-5.8756, 1.3475, 1.8895], [-4.7047, -0.4433, 4.6507], [-3.5310, 0.5960, 3.8290], [-3.1527, -1.0999, 4.1065], [-6.1272, -2.7256, 3.2059], [-4.6177, -3.3188, 2.5093], [-5.9735, -2.9097, 1.4572], [-5.4893, -1.1253, -0.4904], [-4.3143, -1.0531, -2.6709], [-1.8478, -0.6470, -2.6674], [1.8598, -3.3131, -0.8003], [0.6444, -2.4650, 0.4457], [-0.9084, -3.6076, 0.3998], [1.4765, -2.7360, 2.1893], [1.7509, -4.1786, 2.4839], [0.7763, -4.9719, 3.0858], [1.0094, -6.3169, 3.3303], [2.2233, -6.8891, 2.9763], [3.2036, -6.1062, 2.3835], [2.9682, -4.7611, 2.1397], [2.0404, -4.3430, -0.4936], [2.7966, -2.7582, -0.8142], [1.4207, -3.2957, -1.7961], [-0.6029, -4.6334, 0.6013], [-1.3653, -3.5412, -0.5863], [-1.6145, -3.2640, 1.1523], [0.7858, -2.2904, 2.9043], [2.3849, -2.1322, 2.1723], [-0.1694, -4.5262, 3.3737], [0.2441, -6.9177, 3.8044], [2.4076, -7.9375, 3.1695], [4.1576, -6.5416, 2.1157], [3.7423, -4.1517, 1.6871], [1.7585, 1.4992, -2.8112], [2.7847, 1.7204, -1.9842], [3.6265, 0.6872, -2.0930], [3.4159, 2.8181, -2.3812], [2.1872, 1.8969, -0.2173], [2.8433, 3.0538, 0.2847], [0.7173, 1.9788, -0.3476], [2.5185, 0.5907, 0.3742]], "homo_lumo_gap_ev": [7.12, 6.53], "total_energy_ha": -4730.53735, "fmax_ev_per_a": 0.41, "lumo_energy_ha": [-0.0267, -0.0530], "charge": 0, "e_above_lowest_ev": 1.7437}

***

{"formula": "C18H25BN8O3Sn", "method": "ωB97M-V/def2-TZVPD", "elements": ["C", "N", "N", "C", "C", "B", "N", "N", "C", "C", "C", "Sn", "N", "N", "C", "C", "C", "H", "H", "H", "H", "H", "H", "H", "H", "H", "H", "H", "C", "H", "H", "H", "C", "C", "C", "C", "C", "C", "O", "N", "C", "O", "N", "C", "O", "H", "H", "H", "H", "H", "H", "H", "H", "H", "H", "H"], "coordinates": [[2.6092, -0.2842, -1.2575], [1.3714, -0.2890, -1.7910], [1.5064, -0.3009, -3.1537], [2.8081, -0.3367, -3.4772], [3.5389, -0.3257, -2.2998], [0.2856, -0.1850, -4.1121], [-0.6286, -1.4033, -3.8166], [-0.9740, -1.7326, -2.5327], [-1.8191, -2.7887, -2.5702], [-1.9891, -3.1488, -3.9086], [-1.2155, -2.2672, -4.6600], [-0.6955, -0.4297, -0.7606], [-0.4422, 1.1259, -3.6609], [-0.8203, 1.3348, -2.3646], [-1.3129, 2.5777, -2.2548], [-1.2543, 3.1790, -3.5219], [-0.6902, 2.2365, -4.3763], [-1.6576, 2.9879, -1.3182], [-0.4375, 2.2555, -5.4227], [-1.5793, 4.1641, -3.7839], [0.6181, -0.1297, -5.2610], [-1.0480, -2.1832, -5.7213], [3.0941, -0.3592, -4.5201], [-2.6102, -3.9402, -4.2786], [4.6105, -0.3447, -2.2046], [-2.2452, -3.2178, -1.6714], [2.7829, -0.2475, -0.1880], [-3.0125, -0.6987, 0.5410], [-2.5653, -1.6170, 0.9393], [-3.2495, -2.4550, 0.7231], [-1.5619, -1.8616, 0.5109], [-2.4714, -1.5209, 2.0340], [-1.6685, 1.2539, 4.1296], [-0.6042, 0.1796, 4.2531], [0.6945, 0.3146, 3.4021], [1.6378, 1.4655, 3.8411], [1.0757, 2.8680, 3.7494], [1.4868, -0.9992, 3.6286], [1.9951, -1.2914, 4.6985], [1.6012, -1.9073, 2.5732], [1.0255, -1.7910, 1.3076], [0.9858, -2.7056, 0.4834], [0.5221, -0.5452, 1.0558], [0.3274, 0.4839, 1.9179], [-0.2073, 1.5053, 1.4510], [-1.2629, 2.2568, 4.2815], [-2.4305, 1.0756, 4.8971], [-2.1712, 1.2200, 3.1564], [-0.2835, 0.0982, 5.3028], [-1.0598, -0.7935, 3.9987], [1.9670, 1.2555, 4.8692], [2.5372, 1.3946, 3.2081], [0.5437, 3.1472, 4.6639], [1.9018, 3.5729, 3.6149], [0.4108, 2.9492, 2.8854], [2.0305, -2.8017, 2.7707]], "homo_lumo_gap_ev": 4.94, "total_energy_ha": -1603.29714, "fmax_ev_per_a": 6.00, "lumo_energy_ha": -0.3862, "charge": 2, "e_above_lowest_ev": 0.8192}

***

{"formula": "C18H25BNO4", "method": "ωB97M-V/def2-TZVPD", "elements": ["C", "O", "C", "C", "C", "C", "C", "C", "C", "H", "H", "H", "H", "H", "H", "H", "H", "H", "C", "C", "C", "C", "C", "B", "O", "C", "C", "N", "C", "C", "C", "O", "O", "H", "H", "H", "H", "H", "H", "H", "H", "H", "H", "H", "H", "H", "H", "H", "H"], "coordinates": [[2.6942, 0.8684, -1.4968], [1.4407, 1.0141, -0.7195], [0.9095, -0.0703, -0.1757], [1.6198, -1.0108, 0.6480], [2.4826, -0.3866, 1.6766], [2.5582, -1.2181, 2.9057], [2.1299, -2.5153, 2.9127], [1.4672, -3.0920, 1.8082], [1.1911, -2.3184, 0.6874], [2.4174, 0.9545, -2.5492], [3.3364, 1.6941, -1.1822], [3.1915, -0.0865, -1.2954], [2.0519, 1.5958, 1.0045], [3.4928, -0.1848, 1.2749], [3.0372, -0.7586, 3.7756], [2.2853, -3.1314, 3.7987], [1.1234, -4.1251, 1.8441], [0.6286, -2.7163, -0.1570], [-1.6270, 1.1695, 3.0993], [-0.2097, 1.3952, 2.8612], [0.7389, 2.1181, 3.5707], [1.9880, 1.8101, 3.0737], [1.8074, 0.9624, 1.8539], [-0.8408, -0.6085, -2.0900], [-0.2475, -0.4743, -0.6472], [-1.6468, -2.0082, -2.2104], [-2.9144, -1.1658, -2.1906], [-2.2641, 0.2055, -2.1419], [-2.7090, 1.0287, -1.0175], [-2.1892, 0.9188, -3.4450], [-0.7748, 0.7205, -3.9934], [-0.0210, -0.1031, -3.0778], [0.3649, 0.7628, 1.8442], [-1.9839, 1.8897, 3.8378], [-2.2172, 1.2755, 2.1828], [-1.8100, 0.1638, 3.5017], [0.5032, 2.7774, 4.4011], [2.9430, 2.2272, 3.3943], [-1.4601, -2.5271, -3.1539], [-1.5407, -2.6622, -1.3399], [-3.5430, -1.2461, -3.0866], [-3.5122, -1.2891, -1.2834], [-3.7678, 1.2887, -1.1555], [-2.6006, 0.4827, -0.0735], [-2.1254, 1.9593, -0.9756], [-2.9324, 0.5095, -4.1382], [-2.3925, 1.9826, -3.2944], [-0.8106, 0.2334, -4.9809], [-0.2625, 1.6901, -4.0858]], "homo_lumo_gap_ev": 4.53, "total_energy_ha": -1081.14127, "fmax_ev_per_a": 5.49, "lumo_energy_ha": -0.1711, "charge": 1, "e_above_lowest_ev": 2.0261}